(1)
17
Properties=species:S:1:pos:R:3:forces:R:3:nbo_charge:R:1 method="wB97M-V/def2-TZVPD" multiplicity=1 homo_lumo_gap_ev="7.72 / 7.72" e_above_lowest_kcal_mol=118.6 lumo_ev="-0.6251 / -0.6238"
H -0.719605 1.007284 -1.649477 -0.01 -0.04 0.04 0.21
C -0.582606 0.713668 -0.619203 -0.33 0.11 -0.06 -0.03
H -1.284422 -1.702854 -2.125053 0.14 0.08 0.12 0.21
C 0.527992 1.301619 0.146516 -0.10 0.02 -0.08 -0.01
H 1.258524 1.707522 2.125205 -0.12 -0.02 -0.07 0.23
O 0.548683 -1.864456 0.634741 -0.07 -0.18 -0.18 -0.65
C -0.430597 -1.437927 -1.503366 0.10 -0.03 0.05 -0.59
H -1.454255 0.329623 -0.109052 0.02 0.06 -0.03 0.20
C -0.331346 -2.080847 -0.283506 -0.07 0.01 0.06 0.29
H -0.084794 0.547975 2.082915 0.06 0.14 -0.08 0.21
H 0.902955 2.240499 -0.291660 -0.12 -0.17 0.06 0.17
H -0.398176 2.288820 1.839208 0.10 -0.12 -0.02 0.21
O 1.354080 0.227625 -0.223693 0.38 -0.21 0.27 -0.72
H 1.046840 -0.910116 0.341021 0.11 0.30 -0.18 0.49
H 0.438735 -1.031854 -2.000693 -0.07 0.00 0.11 0.25
H -1.098409 -2.808530 -0.004068 -0.02 0.11 -0.01 0.16
C 0.306399 1.471947 1.640165 0.01 -0.06 0.00 -0.63

(2)
17
Properties=species:S:1:pos:R:3:forces:R:3:nbo_charge:R:1 method="wB97M-V/def2-TZVPD" multiplicity=1 homo_lumo_gap_ev=7.60 e_above_lowest_kcal_mol=182.2 lumo_ev=0.5367
H 2.181704 0.860747 0.100643 -0.09 -0.21 -0.01 0.48
H -2.531100 0.823983 -1.332472 0.09 -0.08 0.09 0.18
C -2.055830 0.234791 -0.539865 -0.07 -0.16 -0.37 -0.05
H 3.050842 -1.607715 0.585956 -0.13 0.06 -0.11 0.15
O -2.451344 0.673478 0.762189 -0.17 0.00 0.11 -0.53
H -0.208305 1.408046 -0.841887 -0.01 -0.14 0.09 0.20
C 2.299043 -1.262177 -0.135504 0.54 -0.06 -0.03 -0.44
C -1.091145 0.931957 1.138053 0.29 0.11 0.26 -0.05
H 0.449207 -0.960778 -1.408640 0.05 0.01 0.11 0.22
H -0.946681 1.972887 1.446966 -0.01 -0.12 -0.03 0.18
C -0.571908 0.557497 -0.256390 0.14 0.04 -0.03 -0.33
O 1.738509 0.058951 0.434850 0.02 0.23 0.03 -0.67
H 2.798292 -1.004117 -1.076357 0.01 0.01 0.11 0.13
H -0.756788 0.264409 1.942243 -0.01 0.08 -0.11 0.18
H -2.287150 -0.828360 -0.701725 0.10 0.14 0.03 0.17
C 0.348022 -0.650499 -0.372425 -0.64 0.01 -0.10 -0.05
H 0.034640 -1.473094 0.254372 -0.12 0.07 -0.04 0.23

(3)
18
Properties=species:S:1:pos:R:3:forces:R:3:nbo_charge:R:1 method="wB97M-V/def2-TZVPD" multiplicity=1 homo_lumo_gap_ev="8.42 / 8.03" e_above_lowest_kcal_mol=145.0 lumo_ev="-0.6010 / -0.8335"
C 0.310436 0.299342 0.438355 2.04 -0.34 -1.04 0.22
H 1.535395 -0.013589 1.991996 0.54 -0.28 -1.61 0.24
H -2.866311 -0.808809 -2.723291 -1.24 1.62 -1.08 0.47
H -1.606814 0.687631 1.129946 1.31 1.03 0.12 0.27
H -1.898945 1.152732 -1.065682 0.02 -0.31 -0.12 0.23
C 2.551918 -0.820728 0.147692 3.76 -0.35 -1.05 -0.65
H 2.830405 -1.686191 0.697795 0.45 -1.15 0.32 0.23
S -1.685942 -1.313551 -1.122628 -1.12 0.95 2.01 1.43
C 1.517943 -0.193640 0.858604 -5.63 2.75 0.71 -0.30
C -0.578172 1.209081 1.084707 -2.32 -1.33 3.88 -0.75
O -2.598025 -1.675395 -2.508283 1.06 -0.89 1.61 -0.86
H 3.510863 -0.169853 0.239473 -1.47 -0.90 -0.53 0.23
O -2.542955 -1.065326 0.110131 0.77 -1.05 -2.06 -0.96
H -0.716098 0.500843 -2.402933 0.00 0.27 0.02 0.21
H -0.234645 1.359692 2.194353 -0.53 -0.21 -1.72 0.21
C -1.264103 0.372625 -1.476168 2.35 -1.26 0.75 -0.68
H -0.711384 2.174302 0.673700 0.18 0.90 -0.72 0.23
H 2.385383 -1.134867 -0.896619 -0.18 0.55 0.49 0.24

(4)
18
Properties=species:S:1:pos:R:3:forces:R:3:nbo_charge:R:1 method="wB97M-V/def2-TZVPD" multiplicity=1 homo_lumo_gap_ev=10.17 e_above_lowest_kcal_mol=43.3 lumo_ev=0.9212
H 0.279601 1.024463 -1.792385 -0.06 -0.04 0.11 0.17
O -1.219298 0.522463 -0.581202 -0.31 -0.19 0.14 -0.53
C -1.823344 0.693782 0.633529 0.55 0.47 0.25 0.13
C -0.022967 1.225115 -0.760636 0.36 0.47 -0.12 0.23
H -3.298952 0.116649 1.978628 -0.02 0.09 0.19 0.21
H -0.166642 2.305132 -0.617057 -0.07 -0.19 -0.08 0.17
C -2.835046 -0.052146 1.025150 -0.15 0.01 0.03 -0.49
H 0.778007 -0.935006 1.071430 0.29 0.30 -0.37 0.13
H 2.864480 0.282655 1.244705 -0.06 -0.07 0.01 0.48
C 1.254909 -1.299444 -1.005724 0.08 0.48 0.16 -0.67
H 0.210381 -1.408651 -1.292812 0.04 -0.03 0.01 0.23
H -1.380821 1.475106 1.265396 -0.20 -0.25 -0.26 0.18
O 2.733936 -0.444368 0.624412 0.21 0.02 -0.01 -0.72
O 0.973769 0.895014 0.156583 -0.03 -0.14 -0.01 -0.56
H 1.677201 -2.275578 -0.795608 0.05 -0.14 -0.04 0.23
H -3.236466 -0.823502 0.398286 -0.09 -0.27 -0.23 0.21
H 1.821750 -0.832129 -1.814366 -0.02 -0.09 0.02 0.22
C 1.389503 -0.469556 0.261672 -0.57 -0.43 0.19 0.38

(5)
18
Properties=species:S:1:pos:R:3:forces:R:3:nbo_charge:R:1 method="wB97M-V/def2-TZVPD" multiplicity=1 homo_lumo_gap_ev=10.16 e_above_lowest_kcal_mol=54.4 lumo_ev=0.7713
H 2.315185 -0.591883 0.174032 -0.06 -0.03 0.38 0.50
H 0.630302 1.073592 1.673255 0.12 -0.05 0.16 0.19
H -2.694930 0.109122 0.291332 -0.10 0.00 -0.01 0.22
H 1.338034 1.531851 0.193252 -0.12 -0.41 -0.71 0.20
O 1.941298 -0.334308 -1.710545 -1.29 0.91 0.32 -0.58
C -0.305815 -0.859224 -1.003750 0.41 0.30 0.02 -0.56
C -1.776052 0.682005 0.420328 0.16 -0.32 0.05 -0.64
C 0.953475 0.654007 0.717736 -2.61 -0.73 2.00 -0.17
H 0.405656 0.976417 -2.026235 0.36 0.34 0.34 0.13
H -1.201396 -0.869023 -1.624009 0.04 -0.09 -0.22 0.22
C 0.781557 0.048449 -1.564519 0.26 -2.07 -1.93 0.46
H -1.811357 1.182373 1.384884 -0.02 0.07 0.03 0.23
O 1.906425 -0.335110 1.026389 0.22 0.20 -0.67 -0.74
H -1.712159 1.417039 -0.378841 -0.01 0.10 -0.04 0.21
C -0.601162 -0.257726 0.365582 3.17 2.34 -0.27 0.33
O -0.607558 -1.162740 1.383803 0.25 -0.78 0.84 -0.72
H 0.333866 -1.400688 1.570394 -0.67 0.14 -0.22 0.50
H 0.104632 -1.864154 -0.893088 -0.10 0.07 -0.06 0.24

(6)
19
Properties=species:S:1:pos:R:3:forces:R:3:lowdin_spin:R:1 method="wB97M-V/def2-TZVPD" multiplicity=3 homo_lumo_gap_ev="6.01 / 4.54" total_charge=+2 s2=2.01 e_above_lowest_kcal_mol=77.1 lumo_ev="-7.0716 / -12.0169"
H -1.191090 0.375694 -1.092417 0.23 -0.23 -0.82 0.01
C 1.891702 1.950468 2.080371 1.08 1.19 3.31 0.08
H -2.834728 -2.405087 -0.675831 0.30 0.08 0.23 0.02
H 2.660259 1.146057 2.153066 -0.18 0.15 0.04 0.04
C 0.791518 -0.215284 -0.036069 -0.44 -0.59 -0.78 0.06
H 0.242376 -0.309964 -2.219911 -0.89 0.10 -0.12 0.03
C -0.473808 -0.405368 -1.393540 1.74 -0.67 3.34 0.16
O 1.720237 2.744076 2.972789 0.09 -1.64 -2.16 0.30
Yb -1.972844 -1.975232 -3.759643 -0.03 -0.25 -0.05 0.74
H 0.295738 -0.362598 0.934040 -0.18 0.22 -0.34 0.01
C -1.932119 -1.958857 -0.229486 -0.53 -0.45 1.05 0.03
H 0.038004 1.972105 1.006365 0.35 -0.15 0.18 0.01
H -1.459241 -2.664892 0.462708 -0.40 0.07 -0.05 0.00
O 1.500494 0.981638 -0.112064 -0.98 0.04 0.59 0.24
H 1.473534 -1.049233 -0.239637 -0.13 0.28 -0.15 0.01
C 1.117443 1.996482 0.778413 -1.25 0.21 -2.33 0.07
H 1.329399 2.964163 0.297934 0.22 -0.22 0.23 0.01
H -2.223976 -1.054861 0.322582 0.16 -0.10 -0.33 0.00
O -0.972901 -1.729307 -1.249671 0.82 1.97 -1.85 0.18

(7)
19
Properties=species:S:1:pos:R:3:forces:R:3:nbo_charge:R:1 method="wB97M-V/def2-TZVPD" multiplicity=1 homo_lumo_gap_ev=7.16 lumo_ev=0.5985
C 2.407436 -0.673863 1.609332 -0.08 -0.21 0.00 -0.63
H -2.570371 0.642423 -1.506438 0.10 -0.10 -0.08 0.19
H 3.408642 -0.317492 1.885709 -0.24 -0.10 -0.11 0.22
H -0.626999 -1.654958 -1.166603 -0.30 0.09 -0.02 0.23
H -1.899232 -1.861661 -2.381267 0.03 0.22 0.23 0.23
C -1.609024 0.181594 -1.764740 -0.65 0.44 -0.88 -0.06
H 1.847263 -0.882545 2.530293 0.14 0.11 -0.25 0.23
O -0.584544 0.942119 -1.115068 -0.72 0.22 -1.04 -0.53
C -0.504632 1.010261 0.199600 1.50 0.90 -0.34 1.05
C -1.618161 -1.301539 -1.478813 -0.04 -0.45 0.23 -0.66
O 0.324555 0.072879 0.615489 -0.31 -1.06 1.71 -0.55
C 1.716087 0.383893 0.778692 0.43 0.42 -0.35 -0.06
H -1.436679 0.366065 -2.831985 0.04 0.04 0.34 0.20
H 2.516120 -1.606190 1.038462 -0.06 0.22 0.23 0.21
O -0.933762 1.933120 0.856286 0.77 -1.03 -1.45 -0.71
Zn -2.006712 2.501421 2.469784 -1.06 0.51 1.59 0.04
H -2.366786 -1.526157 -0.707651 0.40 -0.14 -0.04 0.22
H 1.835169 1.382649 1.215870 -0.22 -0.17 0.05 0.19
H 2.101629 0.407984 -0.246951 0.30 0.09 0.19 0.18

(8)
19
Properties=species:S:1:pos:R:3:forces:R:3:nbo_charge:R:1 method="wB97M-V/def2-TZVPD" multiplicity=1 homo_lumo_gap_ev=9.50 e_above_lowest_kcal_mol=157.5 lumo_ev=0.5600
C -0.961313 -0.500042 -0.450553 0.35 -1.81 -0.81 0.81
H 0.707508 1.838053 0.655556 0.13 0.05 0.20 0.23
O -1.294528 -1.333016 0.345118 0.33 0.78 -0.43 -0.61
H 2.054818 -0.144270 -0.342113 -0.06 -0.31 -0.24 0.17
C 1.260663 0.409152 -0.851578 -0.76 1.07 1.21 0.55
H 0.737760 0.670327 2.902236 -0.04 -0.02 -0.04 0.22
H 0.376433 -0.863361 2.114050 0.00 -0.01 0.00 0.22
H 1.930593 -0.056798 1.846167 -0.02 -0.05 -0.04 0.20
H -1.143395 1.197709 -1.744938 0.03 -0.01 0.03 0.27
C -1.763931 0.414885 -1.314921 0.22 0.29 0.28 -0.74
C 0.254977 0.856126 0.803595 0.78 0.30 -0.65 -0.58
H -2.560176 0.847800 -0.711060 0.01 -0.03 -0.04 0.24
C 0.856694 0.106017 1.973946 0.08 0.01 -0.15 -0.64
H -0.785417 1.102619 1.027169 -0.12 -0.19 -0.33 0.22
O 0.270004 -1.014692 -1.426809 -0.71 -0.06 0.86 -0.30
H -2.187527 -0.177754 -2.126607 0.03 -0.07 0.10 0.26
O 0.796279 -2.222275 -0.877557 -0.29 0.49 0.09 -0.42
H 0.161815 -2.382887 -0.138480 0.08 0.00 -0.14 0.47
O 1.288742 1.252406 -1.683222 -0.03 -0.44 0.10 -0.58

Listing largest force on an atom for the structures above in their given order: 0.00992, 0.01250, 0.12268, 0.01487, 0.07683, 0.07445, 0.03961, 0.03911 Eh/bohr.